122
Properties=species:S:1:pos:R:3:forces:R:3:lowdin_charge:R:1 method="wB97M-V/def2-TZVPD" e_tot_ev=-59456.893 total_charge=+1 spin_multiplicity=1 homo_energy_ev=-11.603 gap_ev=6.609
C -1.800 3.562 -4.714 1.684 -0.739 0.766 -0.068
C -2.248 2.994 -3.243 -0.857 0.263 1.330 -0.272
C -3.312 1.707 -3.214 -0.963 1.293 0.951 -0.068
N -1.871 3.491 -2.019 0.739 -3.894 -3.629 0.032
C -0.368 3.550 -1.857 0.321 1.221 -1.121 -0.324
C 0.453 2.288 -2.507 1.447 0.029 -0.009 -0.116
C 0.028 0.814 -1.922 0.859 0.018 -0.813 -0.176
N -0.817 0.894 -0.670 1.721 2.705 0.201 0.028
C -0.464 2.084 0.194 -0.739 1.923 -1.023 -0.106
N -0.522 1.877 1.578 -1.020 1.006 -0.978 0.100
N -0.108 3.483 -0.337 -2.439 -5.013 -0.641 0.122
H -1.055 2.761 -5.189 -1.629 1.688 0.862 0.095
H -1.168 4.561 -4.558 -1.665 -2.212 -0.525 0.068
H -2.677 3.684 -5.482 1.552 -0.155 1.875 0.105
H -4.344 1.982 -3.742 2.400 -0.886 0.806 0.098
H -2.828 0.722 -3.632 -0.857 2.182 0.418 0.091
H -3.607 1.483 -2.080 0.751 0.653 -2.382 0.072
H -0.005 4.607 -2.263 -0.064 -2.322 1.050 0.159
H 0.440 2.241 -3.680 -0.195 0.430 2.427 0.112
H 1.598 2.444 -2.206 -2.488 -0.150 -0.676 0.133
H 1.015 0.231 -1.630 -2.061 1.223 -0.640 0.129
H -0.508 0.156 -2.738 0.862 1.456 1.835 0.133
H -1.821 0.943 -0.949 0.704 0.232 0.671 0.112
H 0.318 1.606 2.153 -1.294 0.362 -0.650 0.082
H -1.503 1.953 1.984 2.035 -0.502 -0.441 0.154
H -0.732 4.211 0.091 1.120 -0.970 0.488 0.155
C -4.546 -1.745 -1.575 0.125 0.059 0.131 -0.117
C -5.845 -2.518 -1.780 0.135 0.116 0.350 -0.276
C -6.213 -2.682 -3.256 -0.241 1.048 -0.210 -0.203
C -6.402 -1.315 -3.893 -1.105 7.491 -3.824 -0.158
N -6.558 -0.180 -4.421 1.330 -8.921 4.257 0.099
H -4.620 -0.722 -1.956 -0.055 -0.114 -0.058 0.040
H -4.308 -1.678 -0.509 0.001 -0.058 -0.118 0.075
H -3.710 -2.242 -2.081 -0.070 0.050 0.050 0.079
H -6.653 -2.000 -1.250 0.058 -0.133 -0.141 0.115
H -5.744 -3.509 -1.324 -0.122 0.072 -0.209 0.094
H -7.142 -3.254 -3.350 0.129 0.150 -0.130 0.106
H -5.426 -3.223 -3.791 -0.129 0.170 -0.031 0.106
C 4.816 1.320 2.524 0.046 0.102 0.065 -0.125
C 4.601 -0.176 2.322 0.435 0.278 0.243 -0.265
C 3.180 -0.518 1.869 -0.439 0.170 0.961 -0.182
C 2.182 -0.062 2.922 -5.648 2.363 5.507 -0.126
N 1.355 0.317 3.794 6.419 -2.786 -6.930 0.122
H 4.171 1.718 3.315 -0.012 -0.083 -0.067 0.068
H 5.851 1.519 2.819 -0.203 -0.021 -0.165 0.056
H 4.611 1.874 1.601 0.116 -0.043 0.114 0.072
H 4.828 -0.697 3.260 -0.101 -0.030 -0.211 0.119
H 5.312 -0.539 1.572 -0.205 -0.034 0.052 0.112
H 3.081 -1.599 1.725 -0.234 0.174 0.106 0.119
H 2.950 -0.026 0.918 -0.119 0.028 0.189 0.107
C 1.763 7.401 -4.251 0.118 -0.040 0.098 -0.122
C 1.382 8.458 -5.283 0.377 -0.138 0.089 -0.273
C -0.114 8.461 -5.606 -0.046 -0.952 -0.525 -0.188
C -0.519 7.112 -6.177 -2.567 -7.399 -3.229 -0.144
N -0.855 5.993 -6.651 2.743 8.870 3.795 0.112
H 1.557 6.389 -4.614 -0.036 0.107 -0.010 0.062
H 2.834 7.455 -4.031 -0.174 0.001 0.017 0.076
H 1.214 7.550 -3.315 0.072 -0.016 -0.079 0.073
H 1.960 8.284 -6.199 -0.174 0.109 0.106 0.116
H 1.668 9.445 -4.903 -0.154 -0.079 -0.130 0.113
H -0.338 9.244 -6.338 -0.121 -0.263 0.033 0.117
H -0.702 8.662 -4.704 -0.024 -0.168 -0.172 0.117
C 9.848 0.655 3.585 0.069 -0.083 0.022 -0.135
C 10.693 0.894 2.338 -0.034 -0.337 0.281 -0.272
C 10.244 2.120 1.540 -0.935 -0.382 -0.356 -0.190
C 8.808 1.933 1.077 -8.014 -0.753 -2.724 -0.145
N 7.617 1.778 0.694 9.445 1.159 3.056 0.107
H 8.803 0.451 3.331 0.127 0.064 0.058 0.059
H 10.223 -0.212 4.137 -0.104 0.186 -0.046 0.067
H 9.878 1.524 4.252 -0.040 -0.134 -0.058 0.062
H 10.649 0.001 1.703 0.066 0.215 0.003 0.114
H 11.739 1.025 2.637 -0.104 0.083 -0.179 0.111
H 10.889 2.256 0.666 -0.291 0.060 0.015 0.114
H 10.310 3.024 2.155 -0.191 -0.095 -0.131 0.117
C -8.696 -4.637 0.947 -0.020 0.106 0.104 -0.110
C -9.415 -5.891 0.460 -0.167 0.413 0.073 -0.272
C -8.454 -6.971 -0.040 0.357 0.487 -0.883 -0.183
C -7.645 -6.436 -1.211 4.662 2.698 -6.531 -0.112
N -6.973 -5.993 -2.182 -5.348 -3.333 7.943 0.126
H -8.134 -4.154 0.141 -0.018 -0.107 0.067 0.055
H -9.419 -3.905 1.321 0.129 -0.118 -0.012 0.077
H -8.000 -4.874 1.760 -0.078 0.075 -0.110 0.082
H -10.111 -5.612 -0.341 0.095 -0.178 0.107 0.114
H -10.016 -6.298 1.280 0.105 -0.092 -0.176 0.112
H -9.016 -7.853 -0.365 0.249 0.108 -0.120 0.117
H -7.772 -7.279 0.759 0.050 0.076 -0.241 0.119
C 10.150 2.645 7.508 0.063 0.134 -0.039 -0.114
C 9.486 1.907 8.666 -0.020 0.408 -0.100 -0.275
C 9.545 0.386 8.514 -0.666 -0.099 -0.863 -0.190
C 8.820 -0.032 7.244 -3.997 -2.651 -7.034 -0.148
N 8.219 -0.378 6.191 4.732 2.812 8.387 0.113
H 9.646 2.443 6.557 0.053 -0.056 0.121 0.054
H 10.110 3.726 7.673 0.057 -0.157 -0.015 0.076
H 11.202 2.354 7.408 -0.132 0.055 -0.016 0.080
H 8.442 2.234 8.742 0.151 -0.152 0.068 0.113
H 9.982 2.193 9.600 -0.100 -0.175 -0.066 0.111
H 9.068 -0.096 9.374 0.006 -0.084 -0.275 0.115
H 10.584 0.043 8.465 -0.193 -0.041 -0.142 0.117
C -1.895 -2.476 6.825 -0.023 -0.072 0.118 -0.113
C -1.050 -2.237 5.578 0.010 -0.331 0.268 -0.277
C -1.499 -1.011 4.781 -1.020 -0.416 -0.371 -0.222
C -2.935 -1.198 4.318 -8.012 -0.771 -2.698 -0.173
N -4.126 -1.353 3.934 9.446 1.210 2.993 0.094
H -2.941 -2.680 6.572 0.118 0.088 0.001 0.070
H -1.521 -3.344 7.378 -0.040 0.161 -0.047 0.075
H -1.865 -1.607 7.493 -0.025 -0.132 -0.071 0.079
H -1.094 -3.131 4.944 0.050 0.207 0.001 0.113
H -0.004 -2.106 5.878 -0.108 0.099 -0.178 0.108
H -0.855 -0.875 3.906 -0.269 0.055 0.092 0.068
H -1.433 -0.107 5.395 -0.140 -0.097 -0.135 0.114
C -6.759 -6.540 -5.434 -0.085 -0.031 0.202 -0.116
C -5.840 -5.491 -6.051 -0.111 -0.171 0.364 -0.284
C -5.697 -5.642 -7.567 0.578 -0.938 -0.028 -0.197
C -5.105 -7.003 -7.894 3.310 -7.568 -2.142 -0.167
N -4.614 -8.132 -8.165 -3.906 9.010 2.225 0.103
H -6.369 -7.553 -5.575 -0.035 0.131 -0.095 0.074
H -6.854 -6.375 -4.356 -0.007 -0.039 -0.350 0.008
H -7.761 -6.492 -5.876 0.118 -0.031 0.019 0.081
H -4.854 -5.560 -5.576 -0.081 0.064 -0.155 0.112
H -6.236 -4.494 -5.826 0.075 -0.033 -0.177 0.093
H -5.041 -4.860 -7.962 -0.032 -0.264 -0.107 0.111
H -6.672 -5.546 -8.057 0.174 -0.164 0.003 0.116